{
  "formula": "C53H41CdN9O2S2Si",
  "method": "wB97M-V/def2-TZVPD",
  "species": ["Cd", "C", "C", "C", "C", "C", "N", "C", "C", "C", "C", "C", "C", "C", "N", "C", "C", "C", "N", "C", "C", "N", "C", "C", "C", "N", "H", "H", "H", "H", "H", "H", "H", "H", "H", "H", "H", "H", "H", "H", "H", "H", "H", "H", "O", "C", "O", "C", "C", "C", "C", "C", "C", "N", "C", "C", "C", "C", "C", "C", "N", "H", "H", "H", "H", "H", "H", "H", "H", "H", "H", "S", "C", "C", "C", "C", "N", "C", "C", "C", "S", "C", "N", "H", "H", "C", "C", "C", "C", "C", "C", "Si", "C", "C", "C", "C", "C", "C", "H", "H", "H", "H", "H", "H", "H", "H", "H", "H", "H"],
  "positions_angstrom": [[-0.808, 0.727, -0.539], [4.826, 1.348, -5.013], [3.567, 0.856, -4.352], [3.426, -0.474, -3.952], [2.316, -0.910, -3.262], [1.240, -0.055, -2.944], [0.153, -0.487, -2.216], [-0.387, -1.703, -2.601], [-0.550, -2.011, -3.967], [-1.203, -3.140, -4.416], [-1.766, -4.047, -3.522], [-2.604, -5.206, -3.989], [-1.595, -3.784, -2.175], [-0.903, -2.668, -1.714], [-0.753, -2.557, -0.301], [-0.522, -3.559, 0.576], [-0.583, -3.022, 1.841], [-0.866, -1.663, 1.637], [-0.970, -1.405, 0.343], [1.374, 1.266, -3.411], [2.516, 1.711, -4.067], [0.296, 2.184, -3.260], [-0.439, 2.750, -4.238], [-1.369, 3.565, -3.630], [-1.122, 3.416, -2.257], [-0.107, 2.589, -2.046], [5.292, 0.561, -5.609], [5.562, 1.675, -4.272], [4.623, 2.195, -5.671], [4.225, -1.178, -4.165], [2.250, -1.943, -2.939], [-0.172, -1.296, -4.688], [-1.321, -3.294, -5.483], [-2.345, -5.488, -5.011], [-3.666, -4.949, -3.976], [-2.465, -6.081, -3.352], [-2.052, -4.441, -1.443], [-0.307, -4.556, 0.234], [-0.410, -3.527, 2.775], [-0.931, -0.857, 2.352], [2.560, 2.754, -4.363], [-0.253, 2.514, -5.273], [-2.139, 4.147, -4.106], [-1.650, 3.826, -1.408], [-7.972, -2.381, -2.869], [-6.651, -2.316, -3.263], [-6.321, -3.035, -4.182], [-5.789, -1.400, -2.542], [-4.423, -1.318, -2.910], [-3.554, -0.493, -2.266], [-3.946, 0.338, -1.163], [-5.340, 0.275, -0.821], [-6.198, -0.563, -1.484], [-3.034, 1.076, -0.554], [-3.354, 2.004, 0.436], [-2.374, 2.625, 1.171], [-2.687, 3.646, 2.151], [-1.705, 4.307, 2.806], [-0.335, 3.991, 2.553], [-0.085, 2.978, 1.668], [-1.028, 2.297, 0.997], [-8.095, -1.779, -2.126], [-4.076, -1.933, -3.732], [-2.524, -0.435, -2.591], [-5.716, 0.864, 0.004], [-7.230, -0.558, -1.136], [-4.386, 2.289, 0.607], [-3.733, 3.869, 2.331], [-1.961, 5.072, 3.532], [0.477, 4.471, 3.080], [0.937, 2.652, 1.490], [1.307, 0.222, 3.896], [2.620, -0.783, 3.517], [3.372, -1.403, 4.554], [4.393, -2.295, 4.315], [5.093, -2.865, 5.430], [5.653, -3.307, 6.332], [4.735, -2.658, 2.995], [4.031, -2.049, 1.956], [3.046, -1.105, 2.189], [2.216, -0.408, 0.759], [5.770, -3.590, 2.714], [6.612, -4.342, 2.476], [3.103, -1.160, 5.573], [4.277, -2.310, 0.937], [7.892, -1.029, 0.395], [7.454, -0.183, 1.403], [6.231, 0.460, 1.287], [5.420, 0.269, 0.168], [5.887, -0.570, -0.846], [7.110, -1.216, -0.736], [3.692, 0.980, 0.027], [3.570, 2.668, 0.827], [3.357, 3.785, 0.016], [3.195, 5.050, 0.565], [3.243, 5.214, 1.941], [3.445, 4.114, 2.763], [3.607, 2.853, 2.211], [8.832, -1.557, 0.501], [8.053, -0.047, 2.295], [5.892, 1.102, 2.094], [5.270, -0.735, -1.723], [7.445, -1.880, -1.524], [3.390, 1.166, -1.405], [3.281, 3.658, -1.060], [3.002, 5.900, -0.079], [3.093, 6.196, 2.376], [3.441, 4.230, 3.840], [3.697, 2.002, 2.872]],
  "atomic_forces_ev_per_a": [[-0.203, 0.052, -0.162], [0.005, 0.013, -0.006], [0.006, -0.005, 0.008], [0.051, 0.016, 0.039], [-0.050, -0.017, -0.002], [0.001, 0.005, -0.025], [0.119, 0.113, 0.062], [-0.040, -0.156, -0.025], [0.037, 0.057, 0.030], [-0.036, -0.013, 0.032], [0.035, 0.016, -0.009], [-0.020, -0.022, -0.007], [-0.050, 0.026, 0.011], [0.013, -0.030, -0.065], [0.001, 0.019, -0.082], [0.082, 0.018, 0.053], [0.027, -0.009, -0.029], [0.067, -0.055, -0.072], [-0.095, 0.056, 0.360], [0.039, -0.072, 0.026], [-0.040, -0.006, -0.016], [-0.032, 0.100, -0.028], [-0.011, 0.013, -0.019], [0.012, -0.022, -0.024], [0.014, -0.005, 0.049], [0.061, -0.058, 0.038], [-0.002, -0.001, -0.003], [-0.003, -0.004, -0.006], [0.006, 0.002, 0.007], [0.002, 0.001, 0.002], [-0.005, 0.005, 0.003], [0.011, 0.004, 0.004], [0.001, -0.009, 0.003], [-0.001, -0.001, 0.002], [0.007, 0.012, -0.010], [-0.003, 0.007, 0.002], [0.027, -0.001, 0.018], [-0.018, 0.004, -0.024], [0.005, 0.014, 0.003], [-0.025, -0.033, 0.010], [0.001, 0.000, -0.005], [0.003, 0.005, 0.013], [0.008, 0.002, 0.001], [0.002, 0.003, -0.005], [-0.027, 0.033, 0.042], [-0.037, -0.005, 0.014], [0.027, -0.062, -0.056], [0.036, 0.078, 0.048], [-0.034, -0.006, 0.008], [0.006, -0.023, -0.067], [0.065, 0.059, 0.067], [-0.031, 0.049, 0.070], [0.009, -0.063, -0.029], [-0.015, -0.074, -0.202], [0.092, 0.174, 0.180], [-0.226, -0.063, -0.094], [0.070, 0.081, 0.036], [-0.070, -0.064, -0.073], [0.036, -0.017, 0.014], [0.109, -0.015, 0.069], [-0.002, -0.138, -0.042], [0.001, -0.022, -0.027], [-0.003, 0.009, 0.003], [0.018, 0.015, -0.017], [0.001, -0.005, -0.020], [-0.008, -0.005, -0.007], [0.024, 0.018, 0.007], [0.001, 0.008, 0.005], [-0.005, -0.002, 0.004], [-0.034, -0.013, -0.023], [-0.107, 0.032, 0.016], [0.075, 0.156, 0.005], [-0.041, -0.052, -0.151], [0.054, -0.024, 0.008], [-0.107, 0.040, -0.133], [0.102, -0.053, 0.123], [-0.013, -0.004, 0.000], [-0.146, 0.165, 0.002], [0.069, 0.078, 0.095], [-0.092, -0.030, 0.024], [0.241, 0.020, -0.059], [0.171, -0.133, -0.045], [-0.031, 0.019, -0.001], [0.012, 0.002, 0.001], [0.023, -0.015, -0.064], [-0.002, -0.011, 0.008], [0.019, -0.037, 0.032], [-0.073, 0.036, 0.055], [-0.055, -0.030, 0.008], [0.010, -0.023, 0.023], [-0.003, -0.004, -0.014], [-0.045, 0.038, 0.095], [0.008, -0.049, -0.033], [0.014, -0.036, -0.030], [0.002, -0.013, 0.005], [0.012, 0.027, -0.014], [0.012, 0.009, 0.029], [-0.071, 0.037, -0.023], [0.007, 0.003, -0.008], [0.001, 0.010, -0.011], [0.008, 0.000, -0.021], [-0.029, -0.009, -0.041], [-0.001, 0.009, 0.005], [-0.037, -0.010, -0.036], [0.003, 0.003, 0.017], [0.006, -0.009, 0.004], [-0.009, -0.014, -0.006], [0.010, 0.000, -0.006], [-0.009, -0.118, 0.078]],
  "mulliken_charge": [3.48, -1.68, 1.09, -0.96, 0.23, -1.30, 1.64, -0.76, 0.43, -1.17, 0.54, -1.59, -0.21, -0.11, 0.34, -0.32, -1.19, -0.57, -0.39, -1.15, -0.08, 0.59, -0.24, -1.14, -0.44, -0.44, 0.41, 0.23, 0.38, 0.25, 0.46, 0.41, 0.30, 0.39, 0.25, 0.36, 0.56, 0.52, 0.47, 0.48, 0.35, 0.47, 0.42, 0.41, -0.56, 0.72, -0.65, 0.74, -0.64, 0.24, 0.15, -1.59, -0.95, 0.36, -0.53, 0.06, -1.19, -0.47, -0.54, -0.73, 0.46, 0.25, 0.50, 0.25, 0.21, 0.07, 0.16, 0.39, 0.35, 0.34, 0.36, -0.42, 0.05, -0.64, 0.76, -0.26, -0.63, 0.52, -0.52, -0.91, 0.44, -0.09, -0.68, 0.52, 0.64, -0.44, -0.67, -0.17, 0.19, -0.17, -0.55, 0.00, 0.41, -0.30, -0.57, -0.46, -1.00, 0.30, 0.34, 0.41, 0.32, 0.33, 0.41, -0.19, 0.24, 0.39, 0.33, 0.36, 0.27],
  "e_tot_ha": -3941.32657,
  "orbital_gap_ev": 4.289,
  "e_homo_ev": -0.49,
  "relative_energy_kcal_mol": 0.00,
  "total_charge": -2,
  "molar_mass_g_mol": 1040.6
}

=====

{
  "formula": "C53H41FN2O17S",
  "method": "wB97M-V/def2-TZVPD",
  "species": ["C", "C", "S", "C", "C", "C", "N", "C", "F", "C", "N", "C", "C", "O", "O", "C", "C", "O", "H", "H", "H", "H", "H", "H", "H", "H", "H", "H", "H", "H", "H", "O", "C", "C", "C", "C", "O", "C", "C", "H", "H", "H", "H", "O", "C", "C", "C", "C", "O", "C", "C", "H", "H", "H", "H", "O", "C", "C", "C", "C", "O", "C", "C", "H", "H", "H", "H", "O", "C", "C", "C", "C", "O", "C", "C", "H", "H", "H", "H", "O", "C", "C", "C", "C", "O", "C", "C", "H", "H", "H", "H", "O", "C", "C", "C", "C", "O", "C", "C", "H", "H", "H", "H", "O", "C", "C", "C", "C", "O", "C", "C", "H", "H", "H", "H"],
  "positions_angstrom": [[2.764, -0.290, -0.236], [1.972, -0.714, -1.515], [0.155, -0.457, -1.430], [-0.154, 1.193, -0.643], [-1.641, 1.250, -0.112], [-1.520, 1.433, 1.420], [-1.452, 1.233, 2.533], [-2.461, 2.475, -0.636], [-2.055, 3.577, 0.136], [-2.221, 2.764, -2.137], [-1.854, 3.198, -3.113], [-4.023, 2.372, -0.454], [-4.521, 1.124, 0.309], [-4.545, 1.031, 1.477], [-5.040, -0.005, -0.420], [-6.430, 0.134, -0.329], [-7.370, -1.109, -0.379], [-6.948, 1.203, -0.252], [2.519, 0.720, 0.159], [3.846, -0.248, -0.532], [2.686, -1.041, 0.581], [2.147, -1.811, -1.651], [2.329, -0.184, -2.426], [0.539, 1.222, 0.235], [0.138, 2.051, -1.288], [-2.098, 0.258, -0.365], [-4.492, 2.336, -1.469], [-4.457, 3.269, 0.048], [-7.820, -1.192, 0.638], [-6.799, -2.026, -0.653], [-8.169, -0.898, -1.125], [-14.702, -0.637, -1.101], [-13.602, -1.140, -1.195], [-12.719, -0.847, -2.349], [-11.513, -1.400, -2.454], [-11.003, -2.331, -1.422], [-9.898, -2.835, -1.518], [-11.881, -2.626, -0.268], [-13.089, -2.072, -0.164], [-13.109, -0.164, -3.094], [-10.855, -1.198, -3.290], [-11.486, -3.314, 0.479], [-13.747, -2.274, 0.672], [6.485, 5.468, 0.098], [5.767, 4.628, -0.405], [4.311, 4.598, -0.130], [3.524, 3.675, -0.680], [4.070, 2.643, -1.592], [3.349, 1.803, -2.094], [5.524, 2.674, -1.867], [6.313, 3.596, -1.317], [3.929, 5.360, 0.538], [2.458, 3.637, -0.491], [5.905, 1.911, -2.534], [7.383, 3.634, -1.508], [8.968, 3.695, -2.600], [10.150, 3.845, -2.353], [11.157, 3.922, -3.436], [12.450, 4.084, -3.165], [12.937, 4.195, -1.769], [14.115, 4.344, -1.525], [11.928, 4.118, -0.686], [10.635, 3.956, -0.959], [10.784, 3.840, -4.449], [13.201, 4.142, -3.944], [12.299, 4.200, 0.328], [9.883, 3.898, -0.182], [3.038, -2.810, 1.558], [2.519, -3.206, 2.583], [2.045, -2.261, 3.621], [1.479, -2.696, 4.744], [1.297, -4.144, 5.004], [0.779, -4.540, 6.027], [1.771, -5.089, 3.965], [2.337, -4.653, 2.842], [2.185, -1.208, 3.414], [1.127, -2.021, 5.513], [1.630, -6.142, 4.172], [2.688, -5.328, 2.072], [-3.034, -0.749, -2.713], [-3.769, -1.557, -3.243], [-5.226, -1.562, -2.974], [-6.034, -2.448, -3.553], [-5.510, -3.467, -4.493], [-6.246, -4.274, -5.022], [-4.052, -3.462, -4.761], [-3.245, -2.575, -4.182], [-5.587, -0.816, -2.292], [-7.102, -2.467, -3.367], [-3.686, -4.213, -5.450], [-2.178, -2.556, -4.366], [-10.322, -4.566, 1.254], [-9.218, -5.069, 1.156], [-8.339, -4.773, 0.002], [-7.132, -5.328, -0.104], [-6.618, -6.259, 0.927], [-5.517, -6.761, 0.831], [-7.499, -6.553, 2.082], [-8.706, -6.000, 2.188], [-8.735, -4.086, -0.744], [-6.474, -5.125, -0.941], [-7.109, -7.236, 2.825], [-9.363, -6.202, 3.024], [13.195, 4.908, 2.307], [12.679, 4.504, 3.330], [12.199, 5.441, 4.371], [11.635, 4.997, 5.493], [11.463, 3.547, 5.747], [10.948, 3.143, 6.768], [11.944, 2.610, 4.705], [12.507, 3.054, 3.583], [12.332, 6.496, 4.169], [11.279, 5.667, 6.265], [11.811, 1.554, 4.907], [12.863, 2.384, 2.810]],
  "atomic_forces_ev_per_a": [[0.597, -0.198, -0.243], [0.582, 0.499, 0.382], [-0.389, -0.030, 0.055], [1.216, -0.057, 0.514], [1.105, 0.571, 0.811], [-0.880, -1.235, -3.749], [0.337, 0.159, 2.012], [-0.924, -0.090, -0.480], [0.068, -0.481, -1.097], [0.034, -0.573, 4.329], [0.435, 0.638, -2.324], [-0.808, -0.828, -1.106], [0.357, 0.457, -0.536], [0.284, 0.169, 1.144], [-1.235, 0.774, 0.406], [-1.095, -1.341, -0.541], [1.351, 0.059, -0.150], [0.262, 1.020, 0.227], [0.014, -0.655, -0.409], [-0.847, -0.057, 0.327], [-0.154, 0.726, -0.782], [-0.549, 0.859, 0.011], [-0.140, -0.439, 0.858], [-0.695, 0.135, -0.689], [-0.493, -0.606, 0.204], [-0.043, 0.950, 0.409], [0.401, 0.011, 0.827], [0.683, -0.732, -0.156], [0.339, -0.061, -0.784], [-0.632, 0.534, 0.355], [0.645, -0.170, 0.617], [0.116, -0.020, -0.060], [-0.253, 0.035, 0.131], [0.149, 0.006, -0.119], [0.000, 0.084, -0.112], [-0.097, -0.040, 0.056], [-0.318, 0.500, -0.370], [-0.194, -0.058, 0.308], [0.167, -0.027, -0.087], [-0.034, -0.001, 0.029], [0.012, -0.022, 0.006], [-0.149, 0.320, -0.387], [-0.021, 0.025, -0.018], [-0.065, -0.084, -0.008], [0.068, 0.061, 0.011], [-0.182, -0.002, 0.038], [-0.011, 0.096, 0.107], [-0.020, -0.098, -0.186], [0.099, 0.405, -0.066], [0.068, 0.082, 0.075], [0.098, -0.125, 0.051], [0.032, 0.009, -0.003], [-0.005, -0.020, -0.026], [-0.029, -0.004, -0.005], [-0.378, 0.021, 0.069], [0.480, -0.027, -0.216], [-0.094, 0.017, 0.021], [0.120, 0.014, -0.096], [-0.124, -0.017, -0.143], [0.203, 0.045, 0.071], [-0.113, -0.040, -0.061], [-0.179, -0.050, 0.123], [0.088, -0.006, 0.068], [-0.041, -0.003, 0.024], [0.026, 0.007, 0.034], [0.094, 0.046, -0.061], [-0.029, 0.023, -0.026], [0.011, -0.329, 0.275], [0.049, 0.053, -0.132], [-0.053, 0.052, 0.128], [0.057, 0.153, -0.087], [-0.107, -0.052, 0.190], [0.060, 0.025, -0.097], [0.080, -0.052, -0.165], [-0.048, -0.149, 0.071], [-0.003, -0.014, -0.035], [-0.024, -0.036, 0.010], [-0.022, 0.020, 0.040], [0.010, 0.041, -0.023], [-0.112, -0.019, -0.061], [0.153, 0.179, 0.138], [-0.181, -0.232, -0.301], [0.038, 0.107, 0.093], [-0.110, -0.168, -0.106], [0.063, 0.074, 0.061], [0.157, 0.094, 0.043], [0.027, -0.156, -0.120], [0.091, 0.032, -0.179], [-0.018, -0.039, -0.027], [-0.048, -0.010, 0.000], [0.002, 0.045, 0.041], [0.394, -0.434, 0.336], [-0.008, 0.014, -0.033], [0.246, 0.041, -0.295], [-0.163, 0.056, 0.083], [0.254, -0.059, -0.102], [-0.110, 0.028, 0.042], [-0.157, 0.012, 0.104], [0.035, -0.094, 0.117], [0.124, -0.327, 0.360], [0.024, -0.038, 0.008], [0.037, 0.003, -0.029], [-0.021, 0.022, -0.017], [-0.114, -0.052, 0.105], [0.100, 0.079, -0.106], [-0.055, 0.055, 0.155], [0.053, 0.151, -0.103], [-0.099, -0.060, 0.209], [0.053, 0.031, -0.105], [0.074, -0.057, -0.174], [-0.057, -0.142, 0.067], [0.021, -0.020, -0.043], [-0.015, -0.042, 0.020], [-0.019, 0.020, 0.043], [0.025, 0.034, -0.015]],
  "mulliken_charge": [-0.58, -0.37, -0.11, -0.74, 0.26, -0.24, -0.60, 1.72, -0.38, -0.33, -0.51, -0.91, 0.45, -0.45, -0.30, 0.48, -0.66, -0.53, 0.19, 0.38, -0.04, 0.37, 0.32, 0.33, 0.38, 0.40, 0.36, 0.39, 0.48, 0.08, 0.23, -0.55, 0.27, -0.40, -0.36, 0.30, -0.47, -0.57, -0.47, 0.41, 0.43, 0.91, 0.48, -0.57, 0.31, -0.58, -0.16, 0.39, -0.49, -0.53, -0.19, 0.43, 0.44, 0.45, 0.58, -0.57, 0.53, -0.47, -0.43, 0.17, -0.54, -0.13, -0.42, 0.42, 0.40, 0.49, 0.46, -0.58, 0.50, -0.30, -0.37, 0.33, -0.54, -0.39, -0.38, 0.44, 0.42, 0.40, 0.42, -0.29, -0.03, -0.33, -0.34, 0.24, -0.57, -0.45, -0.42, 0.67, 0.64, 0.42, 0.47, -0.55, 0.18, -0.23, -0.42, 0.23, -0.56, -0.48, -0.43, 0.88, 0.56, 0.40, 0.44, -0.58, 0.51, -0.44, -0.34, 0.35, -0.54, -0.35, -0.28, 0.42, 0.40, 0.41, 0.44],
  "e_tot_ha": -3930.54649,
  "smiles": "CCSC[C@@H](C#N)[C@@](F)(C#N)CC(=O)OC(C)=O.O=C1C=CC(=O)C=C1.O=C1C=CC(=O)C=C1.O=C1C=CC(=O)C=C1.O=C1C=CC(=O)C=C1.O=C1C=CC(=O)C=C1.O=C1C=CC(=O)C=C1.O=C1C=CC(=O)C=C1",
  "orbital_gap_ev": 6.714,
  "e_homo_ev": -8.50,
  "relative_energy_kcal_mol": 23.26,
  "total_charge": 0,
  "molar_mass_g_mol": 1029.0
}

=====

> What is the formula in the first record?

C53H41CdN9O2S2Si